# 1
DFT (ωB97M-V/def2-TZVPD) results for C6H8O2S3 in the gas phase.

The geometry in XYZ format:
```
19
Properties=species:S:1:pos:R:3:mulliken_charge:R:1
C -0.754 0.182 2.121 -1.372
H -0.354 -1.877 -1.244 0.445
O -1.421 2.087 -2.973 -0.566
H 0.014 0.849 2.438 0.392
C 2.604 0.832 0.799 -0.085
H -1.746 0.780 2.309 0.335
H 1.342 -1.921 -1.641 0.412
C 0.500 -1.277 -1.281 -0.958
H -1.402 -0.684 0.265 0.535
S -1.267 1.069 -2.008 0.967
S 0.358 -0.096 -2.668 -0.082
S -0.764 1.631 -0.062 -0.045
H 3.509 1.393 0.983 0.445
H -0.724 -0.830 2.730 0.312
O -2.401 0.242 -1.750 -0.545
H 0.724 -1.620 0.817 0.351
C -0.644 -0.027 0.644 -0.305
C 0.643 -0.776 0.121 0.676
C 1.780 0.044 0.399 -0.910
```

The LUMO energy is -0.0017 Ha. Its SMILES is C#C[C@@H]1CSS(=O)(=O)S[C@@H]1C.

# 2
DFT (ωB97M-V/def2-TZVPD) results for C6H8O3 in the gas phase.

The geometry in XYZ format:
```
17
Properties=species:S:1:pos:R:3:mulliken_charge:R:1
O 0.982 -0.136 -1.158 -0.345
H -0.303 1.693 1.120 0.399
H -3.291 -1.273 -0.873 0.280
H -2.949 0.337 -0.093 0.248
O 3.232 -0.178 -0.945 -0.579
C -0.364 1.592 0.072 -1.604
H -1.116 -1.932 -0.490 0.282
C 2.102 -0.307 -0.546 0.555
C -2.584 -0.577 -0.496 -0.728
H 1.957 -1.575 1.350 0.221
H 0.437 2.156 -0.339 0.382
C -1.281 -0.856 -0.514 -0.787
O 0.434 -0.582 0.934 -0.417
H -1.206 1.993 -0.456 0.448
C -0.049 -0.008 -0.217 1.634
C 1.738 -0.529 0.975 -0.218
H 2.261 0.182 1.675 0.230
```

The LUMO energy is 0.0287 Ha. Its SMILES is C=C[C@@]1(C)OCC(=O)O1.

# 3
DFT (ωB97M-V/def2-TZVPD) results for C6H8O4 as an isolated structure.

The geometry in XYZ format:
```
18
Properties=species:S:1:pos:R:3:mulliken_charge:R:1
H -1.143 1.052 -0.529 0.204
H 0.102 1.879 -2.521 0.245
C 0.797 -0.033 -0.580 1.365
H -0.016 0.249 -3.273 0.237
H -2.910 0.053 2.038 0.306
O -0.008 -2.557 1.796 -0.384
O 1.435 0.436 -1.751 -0.524
O -2.703 0.703 2.719 -0.646
C -0.606 0.293 -1.109 -0.399
C 1.237 -1.338 0.029 -1.185
H 2.172 1.141 0.786 0.307
H 2.095 -1.894 -0.345 0.358
C 0.161 0.798 -2.339 -0.348
H -1.225 -0.597 -1.256 0.258
O 0.545 0.213 1.768 -0.578
C 1.263 0.526 0.723 -0.189
C 0.549 -1.733 1.174 0.633
H -1.745 0.810 2.669 0.340
```

The LUMO energy is -0.0145 Ha.

# 4
DFT (ωB97M-V/def2-TZVPD) results for C6H8O4 in the gas phase.

The geometry in XYZ format:
```
18
Properties=species:S:1:pos:R:3:mulliken_charge:R:1
C 1.461 -0.989 -0.265 -0.392
C -0.811 -0.001 0.394 0.077
H 2.073 -1.881 0.088 0.301
O -0.397 -2.341 0.894 -0.508
C -0.279 1.391 0.057 0.125
O 2.191 0.279 -0.208 -0.480
H -1.380 0.014 1.259 0.380
H 0.874 -1.096 -1.289 0.279
O -1.537 -0.578 -0.672 -0.577
H 0.475 1.626 0.810 0.425
H -0.622 -2.467 -0.055 0.408
H 0.664 -0.700 1.785 0.409
C -1.248 2.426 -0.471 0.360
H -2.100 0.040 -1.114 0.332
O -0.336 1.792 -1.251 -0.403
H 2.963 0.439 -0.728 0.273
C -2.239 3.138 -0.012 -0.603
C 0.249 -1.093 0.781 -0.405
```

The LUMO energy is -0.0336 Ha.

# 5
DFT (ωB97M-V/def2-TZVPD) results for C6H8O5Sm as an isolated structure.

The geometry in XYZ format:
```
20
Properties=species:S:1:pos:R:3:mulliken_charge:R:1
O -2.440 2.327 0.256 -0.163
O 0.622 -1.764 -1.031 -0.704
H -2.470 1.898 -2.810 0.297
H 3.527 -2.878 1.691 0.284
C -2.135 3.066 -0.968 -0.351
H 3.105 -0.521 2.028 0.283
H -1.298 3.734 -0.747 0.280
H 1.930 -3.261 2.425 0.267
O 1.915 -2.852 0.408 -0.304
C 1.304 -1.774 -0.012 0.757
O 1.498 -0.732 0.752 -0.277
C -2.343 1.050 0.131 -0.094
C -1.797 1.958 -1.950 -0.326
C 2.465 -2.620 1.717 -0.252
H -3.028 3.638 -1.234 0.280
C 2.197 -1.125 1.947 -0.225
H -0.752 1.942 -2.272 0.305
H 1.535 -0.938 2.798 0.271
Sm -1.810 -1.909 -1.998 1.792
O -2.024 0.761 -1.130 -0.120
```

The spin multiplicity is 7. The charge is +2. The LUMO energy (spin up / spin down) is -0.3221 / -0.3158 Ha.

# 6
DFT (ωB97M-V/def2-TZVPD) results for C6H8O6S in the gas phase.

The geometry in XYZ format:
```
21
Properties=species:S:1:pos:R:3:mulliken_charge:R:1
C 0.038 -0.186 -0.045 -0.246
O 2.724 2.066 0.464 -0.581
H 1.886 -2.874 -0.131 0.352
O 3.641 -0.677 0.125 -0.574
H -3.222 0.190 1.337 0.151
O -1.845 -1.676 -0.776 -0.578
C -1.554 -0.490 -0.078 0.641
C 2.321 -0.323 0.111 0.165
H -1.220 -2.420 -0.465 0.397
H 4.072 0.039 0.453 0.287
O -2.066 1.926 -0.415 -0.529
O 0.936 -2.458 -0.078 -0.651
C 1.084 -1.095 -0.042 0.910
H -1.156 1.931 -0.246 0.484
O 0.547 1.055 0.198 -0.410
H 2.163 2.902 0.807 0.377
H -3.466 0.472 -0.505 0.334
C -2.338 0.621 -0.795 -1.060
C 1.912 0.975 0.266 0.342
S -2.233 -0.555 1.651 -0.208
H -2.225 0.578 -1.835 0.396
```

The LUMO energy is 0.0050 Ha. Its SMILES is OC[C@](O)(S)c1oc(O)c(O)c1O.

# 7
DFT (ωB97M-V/def2-TZVPD) results for C6H8O6Sr as an isolated structure.

The geometry in XYZ format:
```
21
Properties=species:S:1:pos:R:3:mulliken_charge:R:1
C 0.202 -0.337 0.605 -0.084
H 0.049 -1.222 1.232 0.368
H -1.862 1.499 0.021 0.335
O 5.307 -1.041 -1.595 -0.494
O -4.547 1.145 0.351 -0.537
O 2.469 -0.832 -0.129 -0.552
O -4.449 -0.391 1.992 -0.436
C 1.640 -0.019 0.388 -0.170
H 0.400 0.853 0.999 0.138
O -2.795 -0.245 0.626 -0.266
Sr 7.648 -0.781 -2.775 0.965
H -0.224 0.336 -1.402 0.390
H 2.119 0.797 0.970 0.366
C -0.718 -0.236 -0.601 -0.616
C -4.002 0.216 0.899 0.664
O 4.893 0.762 -0.360 -0.337
C 4.719 -0.298 -0.859 0.808
C -2.032 0.479 -0.349 -0.558
H -5.279 0.018 2.268 0.359
H -0.919 -1.239 -1.004 0.282
H -2.619 0.535 -1.276 0.375
```

The spin multiplicity is 2. The charge is +1. The LUMO energy (spin up / spin down) is -0.1584 / -0.1676 Ha.

# 8
DFT (ωB97M-V/def2-TZVPD) results for C6H8OS in the gas phase.

The geometry in XYZ format:
```
16
Properties=species:S:1:pos:R:3:mulliken_charge:R:1
S -0.982 0.576 1.222 -0.132
H 1.278 0.658 1.639 0.348
C 0.786 -1.407 0.020 -0.481
H 1.776 -1.718 0.499 0.278
H 3.022 1.031 -0.005 0.243
H 1.763 1.619 -1.554 0.249
H -0.431 1.389 -1.625 0.226
H -1.374 -1.529 0.190 0.309
C -0.480 -1.170 0.883 -0.832
C 1.868 1.048 -0.527 -0.462
H -0.619 -1.646 1.859 0.433
C 0.816 0.955 0.704 -0.428
C -0.456 0.221 -1.330 0.147
H 0.290 -2.132 -0.697 0.279
C 0.846 -0.030 -0.613 0.359
O -1.284 -0.573 -1.835 -0.535
```

The LUMO energy is 0.0160 Ha. Its SMILES is O=C[C@]12CCS[C@@H]1C2.

# 9
DFT (ωB97M-V/def2-TZVPD) results for C6H8OS in the gas phase.

The geometry in XYZ format:
```
16
Properties=species:S:1:pos:R:3:mulliken_charge:R:1
H -1.999 -0.366 -1.876 0.350
C -0.373 1.104 -0.305 0.215
H 0.835 2.309 1.055 0.338
C 0.460 -0.955 0.543 -0.035
C 1.203 0.176 1.253 -0.625
C -0.746 -0.341 -0.093 0.720
S 0.783 -2.511 0.552 -0.280
H -1.514 -0.214 0.655 0.240
H -1.751 -1.954 -1.229 0.366
H 2.257 -0.107 1.359 0.394
H 1.744 1.501 -0.293 0.228
O -0.956 1.899 -0.993 -0.567
H -0.379 -1.204 -1.974 0.390
C -1.270 -1.000 -1.351 -1.511
C 0.922 1.431 0.449 -0.498
H 0.783 0.232 2.247 0.277
```

The LUMO energy is -0.0117 Ha. Its SMILES is C[C@@H]1C(=O)CCC1=S.

# 10
DFT (ωB97M-V/def2-TZVPD) results for C6H8OS in the gas phase.

The geometry in XYZ format:
```
16
Properties=species:S:1:pos:R:3:mulliken_charge:R:1
H 2.026 -0.661 -1.272 0.273
C -0.804 1.253 -0.110 -0.557
H 0.705 -2.346 -0.020 0.536
O -0.921 -1.151 -0.236 -0.362
C 1.025 -0.195 -0.956 -0.806
H 0.520 -0.088 -1.922 0.356
C -1.664 -0.103 -0.002 0.093
H -0.195 -0.419 1.955 0.289
C 0.526 -1.328 -0.055 -0.049
H 1.683 -0.394 1.633 0.358
H -1.061 1.738 -1.184 0.280
C 0.695 -0.349 1.152 -0.858
H 1.432 1.622 0.206 0.384
S -3.344 -0.279 0.000 -0.288
H -1.251 1.852 0.716 0.312
C 0.629 0.850 0.095 0.041
```

The LUMO energy is 0.0166 Ha. Its SMILES is S=C1C[C@H]2C[C@H](C2)O1.

In order of appearance, maximum force = 2.70, 5.01, 2.94, 4.18, 1.87, 4.91, 7.05, 4.14, 1.41, 6.47 eV/A.